Entry from the Open Molecules 2025 dataset: a structure of composition C32H51BClO29PTa at a distorted geometry (ωB97M-V with the def2-TZVPD basis set).

Structure (XYZ):
```
116
Properties=species:S:1:pos:R:3:mulliken_charge:R:1
C 4.70 2.54 -1.90 -0.78
C 3.56 1.86 -1.73 -0.29
C 2.46 1.72 -2.71 -0.96
Ta 0.81 3.35 -2.47 1.34
C 0.63 3.24 -4.76 -1.03
C 1.78 3.94 -5.36 -0.20
O 1.74 5.05 -5.88 -0.59
O -0.64 1.89 -2.16 -0.56
B -1.83 2.04 -2.85 0.52
O -2.05 1.66 -4.14 -0.62
O -2.90 2.60 -2.17 -0.61
P 1.18 3.41 0.17 0.45
O 1.53 4.77 0.72 -0.68
C -0.66 5.09 -2.47 -0.29
Cl -1.44 5.29 -0.85 -0.18
C 0.08 6.41 -2.84 -0.81
C 1.04 6.93 -1.78 -0.74
H 4.79 3.45 -2.47 0.16
H 5.60 2.20 -1.39 0.28
H 3.43 1.33 -0.79 0.41
H 1.96 0.76 -2.66 0.43
H 2.90 1.80 -3.70 0.38
H 2.17 4.55 -2.73 -0.26
H -0.29 3.70 -5.12 0.47
H 0.62 2.18 -5.02 0.61
H 2.74 3.39 -5.35 0.24
H -1.28 1.25 -4.52 0.30
H -3.06 2.08 -1.38 0.22
H 2.08 2.42 0.65 -0.06
H -0.09 3.04 0.71 -0.08
H -1.45 5.01 -3.20 0.67
H 0.54 6.31 -3.82 0.23
H -0.69 7.17 -2.93 0.38
H 1.85 6.25 -1.54 0.31
H 1.51 7.84 -2.18 0.02
H 0.50 7.23 -0.89 0.38
C 0.59 10.96 -0.79 -0.17
C 0.90 11.85 -1.97 -0.34
O 0.44 11.06 -3.07 -0.36
C -0.50 10.20 -2.61 0.70
O -1.18 9.51 -3.30 -0.53
O -0.54 10.22 -1.26 -0.32
H 0.33 11.52 0.11 0.33
H 1.40 10.27 -0.55 0.15
H 0.35 12.79 -1.95 0.27
H 1.96 12.06 -2.07 0.28
C -2.04 -0.70 3.18 0.02
C -0.80 -0.13 2.51 -0.39
O -1.36 0.52 1.37 -0.20
C -2.65 0.82 1.63 0.62
O -3.34 1.49 0.94 -0.53
O -3.06 0.22 2.78 -0.38
H -1.96 -0.74 4.26 0.33
H -2.29 -1.69 2.80 -0.15
H -0.29 0.61 3.13 0.30
H -0.09 -0.89 2.21 0.32
C -3.96 -3.45 0.27 0.01
C -2.86 -4.27 -0.35 -0.32
O -1.99 -4.51 0.77 -0.36
C -2.73 -4.41 1.89 0.73
O -2.34 -4.71 2.98 -0.57
O -3.95 -3.91 1.63 -0.37
H -4.93 -3.63 -0.19 0.14
H -3.75 -2.38 0.26 0.12
H -3.22 -5.23 -0.74 0.24
H -2.33 -3.75 -1.14 0.37
C 5.76 8.29 -3.41 -0.38
C 5.06 7.44 -2.37 0.03
O 4.81 8.38 -1.32 -0.31
C 4.80 9.62 -1.85 0.70
O 4.46 10.60 -1.28 -0.58
O 5.23 9.59 -3.14 -0.34
H 5.55 7.99 -4.43 0.32
H 6.85 8.31 -3.26 0.25
H 4.10 7.06 -2.73 0.02
H 5.66 6.61 -2.02 0.29
C -7.99 -3.38 -3.37 -0.33
C -6.74 -2.80 -4.01 -0.31
O -5.70 -3.39 -3.21 -0.29
C -6.18 -4.52 -2.65 0.67
O -5.51 -5.31 -2.07 -0.52
O -7.51 -4.62 -2.84 -0.33
H -8.79 -3.55 -4.07 0.29
H -8.35 -2.76 -2.54 0.26
H -6.61 -3.13 -5.04 0.27
H -6.69 -1.72 -3.97 0.31
C -0.70 -7.40 2.92 -0.16
C 0.50 -7.41 2.00 -0.38
O 1.58 -7.67 2.91 -0.34
C 1.07 -8.30 3.99 0.58
O 1.72 -8.81 4.85 -0.54
O -0.28 -8.29 3.98 -0.27
H -1.61 -7.78 2.45 0.38
H -0.90 -6.42 3.34 0.20
H 0.46 -8.21 1.26 0.28
H 0.64 -6.46 1.49 0.27
C 4.63 -7.05 5.19 -0.04
C 5.76 -7.84 5.81 -0.31
O 6.91 -7.24 5.21 -0.34
C 6.58 -5.98 4.83 0.61
O 7.36 -5.17 4.46 -0.51
O 5.25 -5.78 4.93 -0.33
H 3.78 -6.93 5.86 0.27
H 4.28 -7.47 4.25 0.10
H 5.82 -7.71 6.89 0.25
H 5.71 -8.90 5.58 0.28
C -2.58 -9.72 6.11 -0.25
C -2.03 -10.68 5.08 -0.01
O -2.94 -11.78 5.17 -0.36
C -4.11 -11.32 5.67 0.60
O -5.12 -11.95 5.70 -0.52
O -3.98 -10.05 6.11 -0.35
H -2.43 -8.68 5.84 0.23
H -2.18 -9.89 7.11 0.26
H -2.06 -10.28 4.07 0.11
H -1.01 -11.00 5.31 0.29
```

Spin multiplicity   1
HOMO energy   -4.85 eV
Energy relative to the best compared isomer or geometry (same formula, charge and spin)   118.26 kJ/mol
Charge   -1

=====

Entry from the Open Molecules 2025 dataset: a structure of composition C32H51BrF2N6PS2ScSi (ωB97M-V with the def2-TZVPD basis set).

Structure (XYZ):
```
97
Properties=species:S:1:pos:R:3:mulliken_charge:R:1
Sc -0.08 1.69 0.78 -0.64
N -2.90 0.59 -0.58 -0.32
N -3.58 -0.14 0.39 -0.46
C -3.40 0.07 1.71 0.92
N -4.20 -0.62 2.52 -0.47
S -2.26 1.13 2.38 -0.52
H -3.55 1.22 -1.04 0.37
H -2.50 -0.05 -1.25 0.05
H -4.34 -0.75 0.10 0.24
H -4.93 -1.23 2.18 0.19
H -4.10 -0.50 3.51 0.23
N 1.83 2.69 4.48 0.00
C 2.47 1.45 4.42 0.70
C 3.52 0.91 5.15 -1.25
C 3.94 -0.35 4.77 -0.77
C 3.33 -1.04 3.70 -0.65
C 2.29 -0.49 2.99 0.69
C 1.87 0.78 3.36 -0.35
N 0.89 1.61 2.79 0.74
C 0.92 2.72 3.49 0.16
C 0.08 3.86 3.14 -0.40
C -0.13 5.00 3.84 -0.44
S -1.19 6.01 2.97 -0.13
C -1.30 4.85 1.74 -0.36
N -0.59 3.77 1.94 0.66
H 2.06 3.44 5.10 0.23
H 3.98 1.43 5.97 0.45
H 4.77 -0.81 5.29 0.41
H 3.70 -2.02 3.44 0.48
H 1.81 -1.01 2.18 -0.14
H 0.28 5.30 4.79 0.46
H -1.91 5.02 0.87 0.16
F 1.64 2.01 -1.21 -0.29
C 2.01 1.88 0.15 -0.15
F 1.90 3.22 0.62 -0.32
H 3.08 1.65 0.14 0.67
C -0.97 2.24 -2.93 -1.41
P -1.06 3.14 -1.34 2.05
C -0.02 4.63 -1.67 -1.38
C -2.75 3.84 -1.38 0.16
C -3.18 4.60 -2.48 -0.81
C -4.46 5.12 -2.51 -0.81
C -5.33 4.91 -1.45 -0.67
C -4.91 4.19 -0.34 -0.96
C -3.63 3.65 -0.31 0.15
H -1.18 2.92 -3.76 0.56
H -1.70 1.43 -2.95 0.29
H 0.03 1.83 -3.05 0.36
H 0.37 4.60 -2.69 0.47
H 0.82 4.66 -0.98 0.29
H -0.62 5.53 -1.54 0.49
H -2.50 4.79 -3.30 0.36
H -4.78 5.69 -3.37 0.45
H -6.33 5.33 -1.48 0.42
H -5.58 4.05 0.50 0.48
H -3.31 3.08 0.55 0.54
C -0.11 -1.81 -3.50 -1.69
C -0.07 -3.10 -2.65 2.76
C -1.53 -3.45 -2.30 -1.96
C 0.52 -4.23 -3.52 -1.70
Si 0.99 -2.96 -1.10 -2.55
Br -0.02 -0.78 -0.19 0.55
C 2.79 -2.42 -1.31 2.78
C 3.36 -1.66 -0.11 -1.48
C 3.62 -3.72 -1.52 -1.68
C 2.98 -1.52 -2.54 -1.89
C 0.59 -4.13 0.34 2.95
C 0.65 -5.56 -0.24 -1.83
C 1.60 -4.02 1.49 -2.03
C -0.80 -3.89 0.96 -1.77
H -0.90 -1.92 -4.25 0.60
H 0.82 -1.62 -4.02 0.35
H -0.35 -0.92 -2.90 0.10
H -2.11 -3.50 -3.22 0.63
H -1.98 -2.69 -1.65 0.21
H -1.62 -4.41 -1.81 0.36
H -0.07 -4.32 -4.44 0.54
H 0.50 -5.20 -3.02 0.33
H 1.55 -4.02 -3.82 0.34
H 3.37 -2.25 0.80 0.16
H 2.81 -0.74 0.08 -0.17
H 4.39 -1.39 -0.33 0.71
H 3.62 -4.36 -0.64 0.34
H 4.65 -3.44 -1.74 0.53
H 3.26 -4.31 -2.37 0.33
H 2.37 -0.62 -2.48 0.17
H 2.75 -2.04 -3.47 0.38
H 4.02 -1.21 -2.59 0.64
H 1.62 -5.79 -0.69 0.36
H -0.12 -5.74 -0.98 0.38
H 0.50 -6.27 0.58 0.53
H 2.62 -4.22 1.18 0.35
H 1.34 -4.76 2.25 0.65
H 1.56 -3.04 1.97 0.36
H -1.62 -4.01 0.25 0.30
H -0.88 -2.90 1.40 0.36
H -0.95 -4.63 1.76 0.54
```

Spin multiplicity   1
HOMO energy   -13.44 eV
Energy relative to the best compared isomer or geometry (same formula, charge and spin)   79.48 kJ/mol
Charge   +2

=====

Entry from the Open Molecules 2025 dataset: a cluster of 3 separate species, C32H51ClN4O8 in total at a distorted geometry (ωB97M-V with the def2-TZVPD basis set).

Structure (XYZ):
```
96
Properties=species:S:1:pos:R:3:mulliken_charge:R:1
C 6.34 -0.43 3.31 -1.20
C 5.82 -1.89 2.79 0.35
C 4.87 -2.46 3.96 -0.84
N 3.83 -3.44 3.50 0.07
C 2.54 -2.73 3.75 -0.14
O 1.97 -2.52 4.85 -0.55
C 2.12 -2.33 2.27 0.21
C 1.06 -1.29 1.81 -0.16
Cl 0.06 -0.32 2.97 0.02
C 0.92 -1.10 0.25 0.00
C -0.13 0.00 -0.30 -0.03
C 0.50 1.29 -0.87 -0.17
C -0.51 2.36 -1.42 -0.37
C -2.06 2.01 -1.31 -0.38
C -2.41 0.65 -0.67 -0.29
N -1.51 -0.34 -0.16 -0.47
C 1.79 -1.95 -0.74 0.18
N 1.59 -1.72 -2.21 -0.34
C 2.86 -3.01 -0.25 0.35
C 3.77 -3.87 -1.24 -0.91
C 5.31 -3.35 -1.28 -0.69
C 5.46 -1.80 -1.69 -0.28
C 5.25 -1.60 -3.29 -0.71
N 4.78 -0.20 -3.53 -0.59
C 3.02 -3.16 1.28 0.69
C 3.98 -4.05 2.18 0.00
O 4.71 -5.00 1.80 -0.54
H 5.46 0.29 3.09 0.31
H 6.51 -0.40 4.44 0.31
H 7.22 -0.04 2.70 0.34
H 5.29 -1.68 1.80 -0.15
H 6.72 -2.58 2.72 0.31
H 5.54 -3.00 4.72 0.22
H 4.36 -1.55 4.46 0.41
H 1.63 1.43 -0.88 0.35
H -0.10 3.33 -1.86 0.36
H -2.85 2.75 -1.67 0.36
H -3.53 0.42 -0.56 0.36
H 1.47 -2.64 -2.69 0.40
H 2.52 -1.38 -2.52 0.14
H 3.84 -4.97 -0.90 0.35
H 3.30 -3.83 -2.29 0.28
H 5.85 -3.96 -2.11 0.40
H 5.87 -3.55 -0.30 0.32
H 4.75 -1.16 -1.06 0.12
H 6.56 -1.50 -1.48 0.37
H 4.54 -2.39 -3.73 0.26
H 6.26 -1.71 -3.83 0.38
H 5.62 0.40 -3.53 0.29
H 4.21 0.11 -2.73 0.19
C -1.19 -0.16 -4.58 -0.79
O -2.16 0.82 -4.91 -0.18
C -1.62 1.95 -5.57 -0.47
C -2.47 2.35 -6.78 -0.38
O -2.44 1.44 -7.87 -0.47
C -3.06 0.17 -7.68 -0.23
C -4.58 0.20 -7.47 -0.52
O -4.91 0.73 -6.20 -0.24
C -6.01 1.62 -6.21 -0.84
H -0.71 0.10 -3.63 0.14
H -1.70 -1.12 -4.46 0.31
H -0.44 -0.28 -5.38 0.42
H -0.59 1.78 -5.89 0.37
H -1.62 2.78 -4.85 0.29
H -2.06 3.29 -7.17 0.43
H -3.50 2.58 -6.49 0.12
H -2.56 -0.39 -6.89 0.02
H -2.87 -0.39 -8.61 0.42
H -4.97 -0.83 -7.51 0.39
H -5.04 0.77 -8.28 0.34
H -5.99 2.27 -7.09 0.40
H -5.94 2.26 -5.33 0.22
H -6.94 1.06 -6.18 0.29
C -4.46 4.03 7.90 -0.83
O -4.27 2.69 7.47 -0.28
C -5.42 2.13 6.84 -0.53
C -5.04 1.40 5.55 -0.23
O -4.59 2.23 4.48 -0.49
C -3.33 2.88 4.63 -0.41
C -2.12 1.95 4.70 -0.23
O -2.08 1.24 5.93 -0.33
C -1.72 -0.12 5.80 -0.78
H -4.94 4.04 8.88 0.30
H -3.47 4.49 7.99 0.24
H -5.03 4.61 7.18 0.39
H -6.17 2.90 6.61 0.35
H -5.85 1.42 7.54 0.38
H -5.95 0.91 5.18 0.43
H -4.33 0.59 5.74 0.03
H -3.36 3.57 5.48 0.10
H -3.22 3.50 3.74 0.45
H -1.20 2.56 4.65 0.37
H -2.13 1.27 3.85 0.19
H -2.17 -0.58 4.91 0.41
H -2.10 -0.65 6.68 0.27
H -0.63 -0.21 5.76 0.26
```

Spin multiplicity   1
HOMO energy   -8.90 eV
SMILES   CCCN1C(=O)c2c(Cl)c(-c3ccccn3)c(N)c(CCCCN)c2C1=O.COCCOCCOC.COCCOCCOC

=====

Entry from the Open Molecules 2025 dataset: a structure of composition C32H51IrN4OP2S at a distorted geometry (ωB97M-V with the def2-TZVPD basis set).

Structure (XYZ):
```
92
Properties=species:S:1:pos:R:3:mulliken_charge:R:1
C -1.43 -1.48 -1.80 0.22
C 0.59 -2.51 -1.08 0.68
C -1.64 -2.48 -2.75 -0.72
C 0.29 -3.63 -1.90 -0.99
C -0.79 -3.59 -2.75 -0.93
H -2.50 -2.39 -3.40 0.65
H 1.00 -4.46 -1.87 0.61
H -1.00 -4.43 -3.41 0.49
N -0.36 -1.51 -1.00 1.40
P -2.34 0.06 0.23 -0.37
P 2.25 -0.77 0.34 0.05
C -2.39 -0.32 -1.59 -1.97
H -2.08 0.56 -2.17 0.52
H -3.40 -0.58 -1.94 1.07
C 0.39 1.37 1.70 0.00
O 0.68 2.23 2.44 -0.74
C 1.79 -2.31 -0.39 -2.16
H 2.52 -3.13 -0.45 0.51
C 3.46 -0.03 -0.97 2.06
C 3.27 -1.23 1.88 2.17
C -3.17 1.73 0.36 1.83
C -3.46 -1.33 0.90 2.29
C 3.55 1.49 -0.75 -1.51
H 3.95 1.73 0.25 0.27
H 4.22 1.92 -1.51 0.55
H 2.57 1.97 -0.85 0.20
C 4.87 -0.63 -0.90 -1.93
H 5.41 -0.41 0.02 0.38
H 4.86 -1.71 -1.08 0.41
H 5.47 -0.19 -1.72 0.55
C 2.98 -0.36 -2.38 -1.18
H 3.62 0.16 -3.11 0.66
H 3.03 -1.44 -2.58 0.34
H 1.95 -0.04 -2.57 -0.38
C 4.01 0.02 2.40 -1.79
H 3.32 0.86 2.55 0.22
H 4.45 -0.23 3.38 0.53
H 4.83 0.34 1.74 0.32
C 2.32 -1.74 2.98 -1.88
H 1.64 -0.95 3.32 0.23
H 1.72 -2.59 2.64 0.33
H 2.92 -2.06 3.84 0.65
C 4.25 -2.39 1.64 -1.71
H 5.03 -2.18 0.92 0.31
H 4.75 -2.60 2.60 0.54
H 3.72 -3.30 1.33 0.40
C -4.04 -0.92 2.26 -1.66
H -4.56 -1.80 2.68 0.60
H -3.25 -0.63 2.97 0.12
H -4.78 -0.11 2.18 0.31
C -2.65 -2.63 1.08 -1.39
H -2.27 -3.00 0.13 0.37
H -1.82 -2.50 1.78 0.05
H -3.33 -3.39 1.50 0.60
C -4.62 -1.67 -0.05 -1.76
H -5.27 -2.39 0.47 0.54
H -5.24 -0.80 -0.31 0.30
H -4.28 -2.15 -0.97 0.39
C -2.45 2.74 -0.54 -1.73
H -2.48 2.46 -1.60 0.35
H -2.96 3.71 -0.44 0.64
H -1.40 2.88 -0.24 0.22
C -3.07 2.23 1.81 -1.43
H -2.03 2.31 2.14 0.16
H -3.53 3.23 1.85 0.51
H -3.60 1.59 2.52 0.34
C -4.64 1.65 -0.07 -1.73
H -4.75 1.24 -1.09 0.32
H -5.26 1.08 0.63 0.37
H -5.04 2.68 -0.09 0.54
Ir 0.01 0.04 0.50 2.24
N 0.28 1.02 -1.09 -0.91
C 0.42 1.51 -2.15 1.16
C 0.54 2.35 -3.28 0.30
C 0.34 3.74 -3.15 -0.59
C 0.87 1.80 -4.54 -0.42
C 0.49 4.57 -4.26 -0.62
H 0.08 4.15 -2.17 0.44
C 1.03 2.65 -5.64 -0.55
H 1.00 0.72 -4.62 0.45
C 0.85 4.03 -5.50 -0.62
H 0.33 5.64 -4.15 0.45
H 1.29 2.22 -6.61 0.45
H 0.98 4.68 -6.37 0.45
N -0.87 -0.84 5.86 -0.39
C -0.37 -0.15 4.82 0.38
N 0.46 0.86 5.09 -0.15
S -0.83 -0.64 3.24 -0.08
H -0.58 -0.65 6.81 0.22
H -1.45 -1.65 5.68 0.23
H 0.76 1.49 4.34 0.12
H 0.55 1.20 6.04 0.27
```

Spin multiplicity   6
HOMO energy (spin up / spin down)   -13.01 / -16.77 eV
Energy relative to the best compared isomer or geometry (same formula, charge and spin)   0.00 kJ/mol
Charge   +3

=====

It is found that the total energy values, taken in the order of the records, are -117430.7273; -177959.9803; -68860.7159; -74243.4298 eV.